(1)
A 8-piece molecular cluster, C35H40N6O6 overall. Source: the OMol25 dataset; level of theory: ωB97M-V/def2-TZVPD.

Properties
Highest occupied orbital energy = -9.51 eV
Structure (SMILES) = O=C1OCCO1.O=C1OCCO1.c1ccncc1.c1ccncc1.c1ccncc1.c1ccncc1.c1ccncc1.CCCC#N
E = -2137.65259 hartree
E_LUMO = 0.11 eV
Energy relative to the best compared isomer or geometry (same formula, charge and spin) = 0.0 kJ/mol
Net charge = 0

Last column: Mulliken charge in e.
CARTESIAN COORDINATES (ANGSTROEM)
N: -4.265 -2.570 -1.660  -0.568
C: -3.047 -2.321 -1.196  -0.454
C: -2.220 -3.269 -0.617  0.265
C: -2.734 -4.543 -0.423  -0.401
C: -4.023 -4.806 -0.862  -0.449
C: -4.733 -3.802 -1.496  -0.409
H: -2.709 -1.290 -1.290  0.714
H: -1.280 -2.977 -0.163  0.102
H: -2.138 -5.273 0.112  0.451
H: -4.415 -5.809 -0.746  0.396
H: -5.724 -4.005 -1.887  0.368
N: 0.131 -5.244 1.441  -0.578
C: 0.975 -4.321 0.977  -0.693
C: 1.267 -3.155 1.658  0.436
C: 0.735 -2.994 2.929  -0.491
C: -0.125 -3.944 3.433  -0.373
C: -0.412 -5.047 2.640  -0.316
H: 1.351 -4.542 -0.018  0.440
H: 1.949 -2.437 1.225  0.414
H: 0.989 -2.104 3.496  0.418
H: -0.588 -3.863 4.407  0.432
H: -1.126 -5.808 2.936  0.368
N: 2.090 3.866 -2.065  -0.558
C: 3.410 3.936 -2.115  -0.431
C: 4.239 3.563 -1.062  -0.511
C: 3.653 3.068 0.091  -0.556
C: 2.268 2.967 0.137  0.012
C: 1.539 3.413 -0.943  -0.287
H: 3.833 4.289 -3.050  0.377
H: 5.307 3.730 -1.117  0.442
H: 4.260 2.701 0.910  0.493
H: 1.790 2.596 1.036  0.455
H: 0.452 3.397 -0.938  0.577
N: -3.457 -0.671 4.253  -0.552
C: -4.746 -0.450 4.006  -0.365
C: -5.275 -0.327 2.730  -0.474
C: -4.421 -0.488 1.652  -0.561
C: -3.092 -0.808 1.892  0.835
C: -2.663 -0.887 3.205  -0.615
H: -5.376 -0.316 4.880  0.369
H: -6.333 -0.149 2.597  0.388
H: -4.739 -0.324 0.628  0.424
H: -2.393 -0.887 1.076  -0.146
H: -1.620 -1.030 3.469  0.651
N: 4.729 -3.078 -0.898  -0.608
C: 4.675 -1.885 -1.481  -0.358
C: 4.660 -0.697 -0.772  -0.238
C: 4.686 -0.741 0.610  0.051
C: 4.701 -1.976 1.234  -0.536
C: 4.727 -3.111 0.429  -0.282
H: 4.626 -1.876 -2.565  0.400
H: 4.631 0.278 -1.246  0.511
H: 4.580 0.169 1.186  0.309
H: 4.694 -2.106 2.308  0.400
H: 4.753 -4.095 0.888  0.411
C: -0.024 0.357 -1.431  0.667
C: 1.274 -0.313 -0.983  -0.188
O: 1.327 -0.055 0.413  -0.379
C: 0.160 0.495 0.831  0.562
O: -0.045 0.805 1.959  -0.516
O: -0.712 0.581 -0.192  -0.380
H: -0.613 -0.280 -2.085  0.154
H: 0.159 1.307 -1.926  -0.656
H: 2.156 0.097 -1.465  0.198
H: 1.226 -1.391 -1.154  0.403
C: -0.318 3.747 3.201  0.162
C: 0.869 4.720 3.292  -0.103
O: 0.342 5.832 4.009  -0.369
C: -0.980 5.667 4.238  0.550
O: -1.671 6.449 4.801  -0.524
O: -1.408 4.493 3.725  -0.383
H: -0.137 2.837 3.767  0.139
H: -0.542 3.472 2.173  0.045
H: 1.265 5.027 2.326  0.208
H: 1.675 4.292 3.888  0.264
C: -1.122 0.579 -5.436  -1.306
C: -0.783 1.859 -4.683  0.165
C: -1.295 3.117 -5.368  -0.580
C: -0.634 3.335 -6.663  0.196
N: -0.124 3.483 -7.685  -0.425
H: -2.193 0.512 -5.633  0.335
H: -0.825 -0.293 -4.853  0.325
H: -0.615 0.525 -6.401  0.401
H: 0.293 1.938 -4.509  0.247
H: -1.242 1.792 -3.692  0.034
H: -1.139 4.009 -4.759  0.335
H: -2.368 3.056 -5.566  0.321

=====

(2)
C35H41BiBrN9O2 as an isolated structure. Source: the OMol25 dataset; level of theory: ωB97M-V/def2-TZVPD.

Properties
Highest occupied orbital energy = -12.65 eV
E = -4789.81362 hartree
E_LUMO = -5.82 eV
Energy relative to the best compared isomer or geometry (same formula, charge and spin) = 17.7 kJ/mol
Net charge = +2

Last column: Mulliken charge in e.
CARTESIAN COORDINATES (ANGSTROEM)
Bi: 0.730 0.427 0.792  2.000
N: 2.859 -1.318 0.495  -0.326
C: 4.112 -0.608 0.349  0.007
C: 5.290 -1.283 0.183  -0.538
C: 6.521 -0.612 0.057  -0.835
C: 6.552 0.748 0.120  -0.951
C: 5.354 1.480 0.290  0.822
C: 5.365 2.891 0.358  -0.483
C: 4.197 3.575 0.505  -1.336
C: 3.002 2.851 0.571  -0.257
N: 2.938 1.530 0.511  0.421
C: 4.112 0.810 0.384  -0.045
H: 2.802 -1.738 1.420  0.272
H: 2.813 -2.085 -0.169  0.282
H: 5.270 -2.367 0.163  0.486
H: 7.432 -1.181 -0.074  0.424
H: 7.486 1.291 0.045  0.436
H: 6.313 3.411 0.295  0.457
H: 4.169 4.654 0.568  0.492
H: 2.060 3.371 0.690  0.581
C: 1.561 -0.529 -2.600  0.457
N: 0.606 -1.558 -2.949  0.043
C: 0.304 -1.573 -4.380  -1.089
C: -0.293 -2.017 -2.026  -0.077
N: -0.384 -1.395 -0.879  0.993
C: -1.067 -1.933 0.238  -0.157
C: -0.871 -3.230 0.650  -0.866
C: -1.496 -3.751 1.796  -1.179
C: -2.292 -2.953 2.562  -0.983
C: -2.482 -1.591 2.227  1.018
C: -3.299 -0.776 3.051  -0.897
C: -3.501 0.540 2.763  -1.324
C: -2.871 1.118 1.645  -0.532
C: -2.087 0.369 0.807  -0.565
N: -1.341 1.023 -0.215  0.866
C: -1.899 1.685 -1.201  0.090
N: -1.154 2.549 -1.937  0.190
C: -1.372 2.727 -3.369  -1.285
C: 0.059 3.137 -1.405  -0.917
N: -3.202 1.562 -1.557  0.310
C: -3.986 2.722 -1.981  -1.214
C: -3.981 0.357 -1.334  -0.977
C: -1.866 -1.042 1.062  0.831
N: -1.035 -3.097 -2.440  0.385
C: -2.416 -3.330 -2.059  -0.674
C: -0.405 -4.220 -3.121  -1.283
H: 2.421 -0.595 -3.267  0.519
H: 1.916 -0.663 -1.583  -0.790
H: 1.126 0.474 -2.706  -0.155
H: 1.171 -1.917 -4.944  0.315
H: 0.056 -0.560 -4.715  0.321
H: -0.538 -2.218 -4.600  0.418
H: -0.232 -3.871 0.053  0.504
H: -1.338 -4.787 2.066  0.411
H: -2.785 -3.344 3.443  0.489
H: -3.763 -1.226 3.921  0.494
H: -4.122 1.154 3.403  0.432
H: -2.974 2.180 1.450  0.633
H: -2.118 2.024 -3.729  0.420
H: -0.436 2.540 -3.900  0.447
H: -1.697 3.742 -3.604  0.304
H: -0.050 3.325 -0.340  0.182
H: 0.241 4.085 -1.911  0.458
H: 0.942 2.502 -1.583  0.235
H: -3.395 3.630 -1.910  0.389
H: -4.850 2.824 -1.321  0.378
H: -4.348 2.605 -3.004  0.379
H: -3.322 -0.494 -1.206  -0.016
H: -4.604 0.183 -2.213  0.495
H: -4.628 0.439 -0.458  0.303
H: -2.850 -2.437 -1.625  -0.005
H: -2.518 -4.147 -1.342  0.337
H: -2.983 -3.586 -2.956  0.420
H: 0.643 -4.011 -3.317  0.370
H: -0.904 -4.437 -4.068  0.392
H: -0.471 -5.115 -2.494  0.379
Br: 1.051 -2.305 3.498  -0.058
C: 0.383 -0.677 4.188  0.195
C: -0.001 -0.609 5.513  -0.743
C: -0.517 0.594 5.972  -0.486
C: -0.626 1.668 5.103  -0.888
C: -0.210 1.498 3.799  0.647
N: 0.282 0.339 3.344  0.210
C: -0.280 2.640 2.809  -0.143
O: -0.828 3.668 3.111  -0.637
O: 0.299 2.401 1.655  -0.174
H: 0.102 -1.470 6.157  0.498
H: -0.832 0.687 7.003  0.480
H: -1.019 2.628 5.405  0.573